Entry 1:
ORCA calculation (ωB97M-V/def2-TZVPD) on a structure of composition C23H21AsCl3N2O2PdS6.

Orbital gap   0.2139 Eh
HOMO energy   -3.981 eV
Total charge   -1

Positions of all 59 atoms, in Å:
Pd 2.682 1.718 -1.167
S 0.968 4.120 2.660
As 2.355 3.422 1.245
S 2.177 1.203 0.996
S 1.664 3.742 -0.848
S 4.381 3.985 1.517
C 6.835 2.337 -2.308
S 5.110 2.502 -1.807
O 4.279 2.254 -3.052
C 5.002 0.929 -0.927
C 4.321 -0.118 -1.548
C 4.186 -1.331 -0.857
C 4.714 -1.470 0.406
C 5.400 -0.407 1.007
C 5.547 0.794 0.353
H 6.976 1.405 -2.856
H 7.441 2.358 -1.403
H 7.072 3.195 -2.936
H 3.990 -0.012 -2.574
H 3.656 -2.151 -1.325
H 4.592 -2.402 0.943
H 5.788 -0.517 2.011
H 5.996 1.649 0.841
Cl -8.031 -1.112 2.897
C -6.546 -0.834 2.029
C -5.582 0.000 2.570
C -4.400 0.192 1.877
C -4.163 -0.425 0.651
C -2.844 -0.211 -0.056
C -2.872 0.998 -0.987
N -1.712 0.983 -1.851
C -1.645 0.530 -3.152
C -0.318 0.496 -3.458
N 0.432 0.871 -2.367
C -0.437 1.161 -1.430
O -1.814 0.025 0.886
C -0.916 -1.068 1.061
C -1.650 -2.282 1.547
C -1.946 -3.384 0.805
Cl -1.442 -3.710 -0.808
S -2.943 -4.509 1.626
C -2.984 -3.504 3.015
C -2.262 -2.370 2.837
C -5.166 -1.234 0.136
Cl -4.951 -2.018 -1.409
C -6.356 -1.458 0.811
H -5.754 0.483 3.521
H -3.621 0.817 2.294
H -2.613 -1.092 -0.660
H -2.853 1.903 -0.378
H -3.773 1.004 -1.602
H -2.531 0.316 -3.726
H 0.143 0.225 -4.393
H -0.197 1.509 -0.436
H -0.186 -0.721 1.791
H -0.387 -1.274 0.126
H -3.540 -3.811 3.886
H -2.162 -1.596 3.585
H -7.112 -2.106 0.393


Entry 2:
ORCA calculation (ωB97M-V/def2-TZVPD) on a structure of composition C23H21BBeF2N7O2.

Orbital gap (spin up / spin down)   0.2225 / 0.1877 Eh
HOMO energy (spin up / spin down)   -9.601 / -8.597 eV
Total charge   +1

Positions of all 57 atoms, in Å:
Be 0.589 -1.647 0.295
C 1.449 -0.076 5.210
C 2.145 -0.172 4.055
N 1.548 0.296 2.899
C 0.157 0.451 2.880
C -0.407 0.517 4.105
N 0.240 0.403 5.323
C -0.672 0.397 1.695
C -1.811 1.283 1.695
C -2.710 1.322 0.630
C -2.672 0.186 -0.208
C -1.663 -0.762 -0.104
N -0.544 -0.515 0.668
C -1.588 -2.003 -0.829
C -2.570 -2.675 -1.566
N -2.294 -3.795 -2.145
C -1.048 -4.328 -2.227
C -0.067 -3.670 -1.535
N -0.385 -2.582 -0.830
C -3.755 2.366 0.570
C -3.600 3.552 1.271
C -4.587 4.602 1.208
N -5.529 4.509 0.317
C -5.573 3.427 -0.464
C -4.843 2.314 -0.311
H 1.945 -0.346 6.166
H 3.215 -0.405 3.995
H -1.461 0.633 4.247
H -1.887 2.003 2.491
H -3.422 -0.040 -0.953
H -3.588 -2.240 -1.766
H -0.863 -5.190 -2.845
H 0.941 -4.039 -1.483
H -2.850 3.482 2.082
H -4.558 5.506 1.835
H -6.368 3.409 -1.216
H -5.016 1.488 -1.015
F 2.057 1.608 0.958
B 2.463 0.669 1.854
F 3.736 0.308 1.876
O 3.023 -3.068 -0.688
C 2.835 -1.848 -0.705
O 1.984 -1.181 -0.006
C 3.895 -1.012 -1.537
N 3.446 0.445 -1.596
C 2.676 0.623 -2.861
C 3.183 -0.487 -3.831
C 3.916 -1.515 -3.032
H 4.850 -1.142 -0.969
H 4.262 1.051 -1.481
H 2.850 0.676 -0.773
H 2.798 1.665 -3.316
H 1.630 0.468 -2.579
H 3.784 0.027 -4.584
H 2.280 -0.843 -4.347
H 4.944 -1.547 -3.416
H 3.493 -2.558 -3.107


Entry 3:
ORCA calculation (ωB97M-V/def2-TZVPD) on a cluster of 2 separate species, C23H21BF2NO5 in total.

Orbital gap   0.1313 Eh
HOMO energy   -10.211 eV
Total charge   +1

Positions of all 53 atoms, in Å:
C 2.567 6.771 0.398
C 1.637 5.906 1.095
C 0.414 5.984 1.732
C 0.183 4.708 2.360
C 1.273 3.914 2.091
B 2.265 2.777 2.732
N 1.997 1.661 1.588
C 1.051 1.889 0.452
C 3.367 1.323 1.098
C 4.299 1.850 2.183
O 5.355 1.379 2.527
O 3.713 2.941 2.785
C 1.434 0.628 2.507
C 0.823 1.401 3.662
O -0.287 1.342 4.150
O 1.747 2.349 4.035
O 2.122 4.656 1.284
H 2.203 7.795 0.409
H 3.580 6.774 0.823
H 2.641 6.412 -0.635
H -0.264 6.832 1.764
H -0.701 4.409 2.915
H 0.897 0.933 -0.073
H 0.080 2.253 0.822
H 1.492 2.585 -0.274
H 3.475 0.243 0.926
H 3.566 1.836 0.144
H 0.700 0.029 1.987
H 2.232 -0.039 2.888
F 1.137 -5.178 1.665
C 0.827 -3.897 1.278
C 1.099 -3.525 -0.037
C 0.682 -2.259 -0.451
C -0.057 -1.437 0.391
C -0.312 -1.812 1.743
C -1.095 -1.006 2.649
C -2.016 -1.714 3.507
C -2.352 -1.316 4.833
C -3.179 -2.093 5.638
C -3.755 -3.277 5.159
C -3.436 -3.660 3.856
F -3.970 -4.833 3.374
C -2.621 -2.912 3.027
C 0.232 -3.048 2.194
H 1.588 -4.216 -0.717
H 0.914 -1.914 -1.459
H -0.485 -0.493 0.036
H -1.202 0.067 2.569
H -1.909 -0.392 5.209
H -3.392 -1.778 6.661
H -4.406 -3.895 5.772
H -2.464 -3.230 1.999
H 0.164 -3.338 3.244


Entry 4:
ORCA calculation (ωB97M-V/def2-TZVPD) on a structure of composition C23H21BIrN11O6S.

Orbital gap (spin up / spin down)   0.2831 / 0.2172 Eh
HOMO energy (spin up / spin down)   -12.123 / -12.119 eV
2S+1   2
Total charge   +1

Positions of all 64 atoms, in Å:
Ir 0.665 -0.055 -0.211
C -4.420 -1.932 2.487
C -3.911 -1.367 1.220
N -4.411 -1.551 0.034
N -3.588 -0.869 -0.803
C -2.591 -0.283 -0.166
S -1.387 0.705 -0.919
N -2.785 -0.568 1.131
N -1.905 -0.177 2.136
H -5.311 -2.515 2.275
H -4.674 -1.140 3.193
H -3.658 -2.575 2.931
H -3.710 -0.912 -1.811
H -1.520 -1.035 2.538
H -2.407 0.375 2.822
B 3.906 1.454 -0.002
N 3.436 0.266 0.905
C 4.227 -0.292 1.806
C 3.493 -1.178 2.597
C 2.219 -1.114 2.102
N 2.185 -0.225 1.066
N 2.759 1.963 -0.941
C 2.994 2.970 -1.780
C 1.809 3.354 -2.385
C 0.863 2.509 -1.846
N 1.441 1.674 -0.960
H 4.812 1.061 -0.687
H 4.222 2.358 0.723
H 5.270 -0.019 1.844
H 3.851 -1.779 3.414
H 1.328 -1.647 2.381
H 3.991 3.366 -1.874
H 1.656 4.136 -3.105
H -0.191 2.474 -2.056
N 3.419 -3.331 -6.191
C 2.979 -2.801 -5.272
C 2.430 -2.138 -4.120
C 3.099 -2.193 -2.902
C 2.568 -1.565 -1.786
C 1.362 -0.880 -1.903
C 0.693 -0.805 -3.117
C 1.231 -1.442 -4.225
H 4.035 -2.729 -2.824
H 3.103 -1.625 -0.851
H -0.236 -0.265 -3.226
H 0.718 -1.391 -5.176
O -1.230 -2.930 2.005
C -0.811 -2.760 0.867
O 0.048 -1.848 0.561
C -1.321 -3.638 -0.240
C -1.517 -3.087 -1.493
C -2.147 -3.833 -2.469
C -2.496 -5.155 -2.285
C -2.244 -5.687 -1.034
C -1.704 -4.952 0.004
N -2.618 -7.100 -0.786
O -3.090 -7.713 -1.716
O -2.423 -7.530 0.329
N -2.510 -3.150 -3.720
O -2.575 -1.923 -3.672
O -2.748 -3.818 -4.689
H -1.199 -2.083 -1.720
H -2.962 -5.742 -3.063
H -1.587 -5.399 0.981


Entry 5:
ORCA calculation (ωB97M-V/def2-TZVPD) on a structure of composition C23H21BrClNPTi.

Orbital gap (spin up / spin down)   0.2472 / 0.2505 Eh
HOMO energy (spin up / spin down)   -14.784 / -14.755 eV
2S+1   2
Total charge   +2

Positions of all 49 atoms, in Å:
Ti 0.941 -1.446 -0.614
Cl 1.868 -0.025 0.818
P -0.014 -0.129 -2.361
C -1.459 -0.920 -3.156
C -1.306 -1.777 -4.255
C -2.424 -2.403 -4.806
C -3.693 -2.207 -4.245
C -3.837 -1.388 -3.119
C -2.730 -0.751 -2.570
C -0.313 1.635 -2.578
C 0.585 2.524 -1.951
C 0.494 3.884 -2.218
C -0.513 4.374 -3.061
C -1.440 3.499 -3.627
C -1.350 2.130 -3.385
C 1.583 -0.497 -3.252
C 2.615 -1.232 -2.625
C 3.878 -1.306 -3.221
C 4.125 -0.623 -4.417
C 3.091 0.071 -5.053
C 1.813 0.119 -4.490
H 1.345 2.135 -1.267
H 1.211 4.570 -1.772
H -0.582 5.440 -3.270
H -2.239 3.868 -4.272
H -2.066 1.435 -3.828
H -0.311 -1.922 -4.685
H -2.305 -3.032 -5.692
H -4.565 -2.688 -4.694
H -4.824 -1.233 -2.680
H -2.841 -0.099 -1.699
H 2.459 -1.820 -1.647
H 4.676 -1.884 -2.744
H 5.122 -0.644 -4.865
H 3.270 0.587 -5.995
H 1.001 0.654 -4.983
H -0.012 -2.375 -1.786
H 0.768 -2.741 -1.823
Br 1.479 -5.387 2.332
C 0.134 -4.130 1.832
C -0.993 -3.944 2.622
C -1.927 -2.968 2.259
C -1.686 -2.162 1.149
N -0.536 -2.297 0.444
C 0.327 -3.338 0.710
H -1.129 -4.554 3.505
H -2.813 -2.790 2.862
H -2.382 -1.406 0.786
H 1.122 -3.521 -0.037


Entry 6:
ORCA calculation (ωB97M-V/def2-TZVPD) on a structure of composition C23H21Cl2CrF3N4O.

Orbital gap (spin up / spin down)   0.2665 / 0.2786 Eh
HOMO energy (spin up / spin down)   -7.531 / -7.914 eV
2S+1   5

Positions of all 55 atoms, in Å:
Cr -13.492 14.458 7.360
Cl -10.965 18.588 7.393
C -12.667 18.450 7.084
C -13.362 19.623 6.840
C -14.728 19.586 6.769
Cl -15.538 21.121 6.518
C -15.414 18.353 6.782
C -16.797 18.202 6.523
C -17.321 16.928 6.422
C -16.431 15.829 6.688
N -15.187 15.965 7.008
C -14.651 17.191 6.969
C -13.227 17.229 7.193
O -12.582 16.106 7.397
H -12.836 20.517 6.659
H -17.368 19.108 6.376
H -18.347 16.706 6.253
H -16.750 14.829 6.492
F -9.387 6.386 7.301
C -8.454 7.248 6.860
F -7.415 7.144 7.789
F -7.979 6.731 5.669
C -8.950 8.584 6.822
C -9.143 9.175 8.071
C -9.751 10.404 8.176
C -10.265 11.086 7.032
C -10.008 10.501 5.802
C -9.350 9.280 5.666
C -11.074 12.238 7.100
C -11.903 13.134 7.345
H -8.662 8.806 9.008
H -9.834 10.926 9.153
H -10.235 11.106 4.909
H -9.084 8.899 4.660
C -14.485 11.664 8.877
N -14.567 10.952 7.631
C -14.070 9.567 7.545
C -14.888 11.657 6.554
N -14.790 12.937 6.546
N -15.338 10.953 5.474
C -16.347 9.914 5.621
C -15.349 11.584 4.201
H -14.756 10.959 9.639
H -15.186 12.536 8.955
H -13.451 12.062 9.098
H -13.115 9.574 8.014
H -13.951 9.352 6.496
H -14.739 8.864 7.995
H -15.094 13.376 5.693
H -16.769 9.835 6.591
H -16.047 8.962 5.207
H -17.270 10.208 5.076
H -16.258 12.144 3.965
H -15.094 10.816 3.460
H -14.535 12.271 4.142


F_max, respectively: 1.13; 3.54; 3.03; 0.41; 4.64; 3.48 eV/A.